Formula: C18H26F3N3O3P
Source: the OMol25 dataset
Level of theory: ωB97M-V/def2-TZVPD

Properties
2S+1 = 1
total charge = -1
HOMO = -4.74 eV
lowest unoccupied orbital energy = 3.0 eV

```
54
Properties=species:S:1:pos:R:3:forces:R:3
O -0.1402 4.8080 -0.1728 0.6 0.3 -0.6
C 0.7805 3.6913 -0.2377 -1.6 0.1 0.3
C 1.1571 3.2659 -1.7166 1.8 0.2 1.0
O 1.0013 1.8809 -1.7985 -0.2 0.7 0.0
P -0.5153 1.6199 -0.8962 -1.1 -2.5 -0.5
C -2.0669 1.3778 0.1662 0.2 0.3 0.1
C -2.8577 2.6553 0.5036 0.0 -0.6 0.0
C -3.3846 3.4268 -0.6498 1.6 -0.4 1.0
F -3.3588 4.7565 -0.5338 -1.0 1.1 0.7
C -3.8708 2.9653 -1.7635 -0.5 1.0 0.5
F -3.5511 1.8761 -2.3497 -0.2 -2.2 -0.8
F -4.8046 3.6316 -2.4058 -0.4 0.8 -1.5
O 0.0970 2.6448 0.3859 1.4 0.8 -1.2
H 0.1551 5.4507 -0.8354 -0.2 -0.1 0.2
H 1.6463 4.0115 0.3480 0.3 -0.4 0.0
H 0.6843 3.8747 -2.4940 -0.6 -0.2 0.1
H 2.2263 3.5020 -1.8217 0.1 -0.1 -0.1
H 0.1973 0.4552 -0.3834 -0.3 0.2 0.6
H -1.0655 0.6850 -1.8874 0.2 0.2 -0.3
H -1.0114 2.6838 -1.7159 -0.3 0.4 0.6
H -1.7215 0.9801 1.1186 0.0 -0.1 0.1
H -2.7517 0.6405 -0.2534 0.1 -0.1 -0.2
H -3.7421 2.3374 1.0658 -0.1 0.0 0.1
H -2.3188 3.3107 1.1742 0.5 0.2 -0.2
N 0.4527 -1.8059 -2.9784 0.1 -0.1 0.0
C -0.8339 -1.9803 -3.3917 -0.1 0.0 0.0
C -0.8999 -3.1629 -4.0839 0.0 0.0 0.0
C 0.4039 -3.7263 -4.0822 0.0 -0.1 0.0
C 1.2148 -2.8650 -3.3894 0.0 0.1 0.0
H 0.7822 -1.0133 -2.4485 -0.2 0.1 0.0
H -1.5881 -1.2483 -3.1578 0.0 0.0 0.0
H -1.7846 -3.5774 -4.5389 0.0 0.0 0.0
H 0.7113 -4.6549 -4.5356 0.0 0.0 0.0
H 2.2651 -2.9159 -3.1576 0.0 0.0 -0.1
N 2.7152 -0.6199 0.1202 0.1 -0.1 -0.1
C 2.8713 -1.9606 -0.0858 0.0 0.1 0.0
C 3.3390 -2.5190 1.0764 0.0 -0.1 0.0
C 3.4626 -1.4667 2.0223 0.0 0.0 0.2
C 3.0651 -0.3099 1.3983 0.0 0.1 0.0
H 2.3815 0.0467 -0.5638 -0.2 0.1 0.1
H 2.6365 -2.4047 -1.0365 0.0 0.0 0.0
H 3.5630 -3.5619 1.2307 0.0 0.0 0.0
H 3.8014 -1.5480 3.0434 0.0 0.0 0.0
H 3.0022 0.7040 1.7559 0.0 0.0 0.0
N 0.5818 -2.1198 3.7625 0.0 0.0 0.1
C -0.3350 -1.4343 4.5060 0.0 0.0 0.0
C -1.1491 -2.3491 5.1229 0.0 0.0 0.1
C -0.6992 -3.6396 4.7360 0.0 -0.1 0.0
C 0.3714 -3.4614 3.8980 0.0 0.0 0.0
H 1.3050 -1.7000 3.1983 0.0 0.0 -0.1
H -0.3314 -0.3578 4.5313 0.0 0.0 0.0
H -1.9740 -2.1187 5.7770 0.0 0.0 0.0
H -1.1132 -4.5882 5.0370 0.0 0.0 0.0
H 0.9984 -4.1723 3.3871 0.0 0.0 0.0
```
Positions in Å, forces in eV/Å.